The following is a quantum chemistry calculation of a cluster of 10 separate species, C52H122N6O4 in total in a non-equilibrium geometry, from the OMol25 dataset.

Geometry as XYZ:
```
184
Properties=species:S:1:pos:R:3:forces:R:3
H -6.851 3.032 0.026 -0.002 0.400 0.019
H 2.715 3.192 -2.207 0.254 0.570 -0.567
H -8.130 0.808 -0.354 0.040 0.844 -0.582
H -2.261 4.701 -2.817 -0.001 -0.122 0.610
C -3.176 5.148 -3.205 -0.873 1.066 -1.673
H -6.794 -0.030 0.136 0.364 -0.035 0.941
H -2.480 -3.093 3.923 0.325 -0.696 0.084
C -4.714 -0.629 -4.683 0.474 -1.143 0.314
H 1.958 -4.078 3.248 -0.044 -0.067 0.129
H 7.114 -2.078 -0.771 -0.408 -0.402 -0.190
H -0.318 3.227 2.713 -0.459 -0.184 0.437
C -1.942 -1.797 0.097 0.911 2.215 2.289
C 0.500 7.129 3.785 -1.928 0.878 -0.172
H 1.151 -6.490 -2.060 -0.356 -0.913 0.228
C 7.109 -4.313 0.526 1.286 -0.536 -0.975
C -2.424 4.582 -5.495 -0.981 0.548 0.337
C -1.629 -1.408 4.927 -1.105 0.777 -1.319
H 3.116 1.742 -3.082 0.156 -0.343 0.013
C -2.922 6.659 -3.363 1.250 -0.719 0.513
H -3.426 1.073 2.105 0.209 -0.365 0.694
H -2.890 7.095 -2.364 -0.097 0.163 0.027
H -2.186 -0.398 6.708 -0.272 -0.642 0.612
H -1.333 -5.584 0.371 0.214 -0.097 -0.189
C -2.498 6.568 3.124 0.399 0.275 -1.284
H 1.279 2.832 3.083 0.259 -0.179 0.177
C -4.013 -2.515 -3.372 -1.631 -0.015 -0.431
H -0.672 -1.418 4.405 -0.048 -0.804 -0.139
C -4.161 3.119 0.070 1.945 -1.367 0.004
O 0.984 -5.901 2.926 -0.296 0.326 0.356
C 6.593 -1.968 0.180 1.776 0.817 -0.070
H -3.481 -2.556 5.204 -0.170 0.198 0.607
C 1.205 -5.724 -1.287 0.821 0.020 -1.011
C 5.712 2.603 -3.568 -2.055 0.338 0.283
H 1.835 -7.326 4.226 0.464 1.100 0.800
H 8.982 -4.371 -0.591 -0.037 0.423 -0.422
H 0.002 -2.304 0.489 0.525 -0.255 0.127
C 0.053 1.935 -0.706 -0.227 -0.650 -0.191
C 3.554 2.601 -2.573 1.093 0.304 -1.547
H 1.683 5.010 4.020 -0.086 0.494 0.320
H -2.225 -0.685 4.371 0.001 0.531 0.220
C 0.460 3.454 3.442 0.233 -0.962 -1.226
H 0.883 7.808 1.739 -0.270 0.945 0.188
H -0.230 1.454 1.297 -0.319 -0.400 0.668
C 2.031 -4.969 2.624 -0.748 0.671 -0.736
C -0.414 0.950 0.348 0.553 0.741 -0.581
H -3.297 -3.225 -2.957 0.171 -0.456 -1.134
H 7.962 -0.207 0.463 0.104 -0.389 -0.080
H 1.728 -3.420 -2.634 0.456 -0.584 -0.427
H 5.517 -1.952 0.003 -0.391 -0.891 0.145
H 4.222 2.943 -0.638 1.043 0.461 0.033
H 1.860 8.642 3.133 -0.228 0.186 -0.608
H -3.364 5.067 0.266 0.080 0.034 0.110
C -3.989 3.211 -4.297 -1.540 -0.957 -0.505
H 3.702 -7.730 2.856 -0.351 -0.454 0.183
H -0.338 -2.829 7.288 -0.220 -0.193 -0.061
H -2.324 -2.708 0.557 0.608 -0.519 -0.628
H -2.616 -1.088 0.578 -0.668 0.475 -0.992
C 4.521 2.323 -1.484 -0.039 -1.974 1.341
H -0.588 2.811 -0.606 0.233 0.264 -0.418
H 0.232 -2.816 -2.789 -0.918 -0.211 0.246
H 2.405 -1.817 -0.153 0.034 -0.231 -0.006
H 6.891 -3.553 4.509 -0.567 0.118 -0.118
C -0.553 -1.401 0.744 1.314 -2.788 -0.807
H -0.459 -1.405 1.830 -1.047 0.211 0.501
H -2.562 1.773 -4.905 0.602 -0.003 0.251
C 2.698 -5.393 -1.255 -0.318 0.651 -0.072
H 0.232 3.135 4.459 -0.316 0.266 -0.122
H -4.672 4.706 1.407 -0.058 0.208 -0.038
H -1.891 6.677 -3.716 -0.014 0.811 -0.299
O 4.439 3.300 -3.510 -0.922 1.150 -0.903
H 6.459 1.436 -1.899 0.112 0.059 -0.035
H 7.857 -5.566 -1.195 -0.273 -0.016 0.202
H -2.239 7.622 3.223 -0.225 0.008 0.490
H -4.524 -2.245 -2.448 -0.996 0.107 0.043
H -0.615 -4.589 -4.332 0.261 -0.759 -0.087
C -1.700 -5.837 -0.624 0.158 0.464 -1.921
C 3.333 -5.720 2.715 1.374 3.684 1.742
H -5.733 2.982 2.476 0.136 0.591 0.159
H -6.498 -1.814 -4.599 -0.329 0.172 0.091
H 6.533 3.195 -3.972 -0.560 0.256 -0.403
H 6.394 0.033 -0.299 -0.008 0.420 0.221
H 0.673 -3.765 -5.044 0.284 0.416 0.154
C -2.926 4.109 -6.857 0.166 -0.155 -0.106
C 6.461 -2.949 2.388 0.086 -1.688 0.632
H 7.491 -3.877 -1.580 0.607 -0.061 -0.209
H 3.769 -5.619 3.709 -0.098 0.160 0.329
H -1.485 0.865 0.161 -0.058 -0.426 0.362
H -4.984 5.004 -0.345 -0.327 0.265 0.347
C -5.527 -1.893 -5.088 -0.663 0.629 2.095
H -3.579 7.252 -3.999 -0.116 -0.465 -0.042
C -2.969 2.168 -3.974 -0.075 -0.542 0.165
H 3.100 -7.078 1.391 -1.498 -1.148 -0.508
C -3.500 -1.290 -3.995 1.378 0.834 0.033
H 3.617 -0.982 0.796 -0.059 0.055 0.249
N -3.526 4.519 -4.508 1.053 2.234 0.735
H -3.062 -0.747 -3.158 0.329 0.735 -0.504
C 5.927 2.362 -2.118 0.467 -0.162 1.822
H -1.545 4.070 -5.105 0.232 -0.593 -0.277
C -3.898 1.846 2.712 1.608 1.074 1.281
H -1.586 4.806 2.390 0.222 -0.007 -0.359
H -3.274 6.542 2.358 -0.345 -0.053 0.196
H -2.747 -1.593 -4.723 0.220 0.350 -0.040
C 2.593 -1.355 0.816 -1.112 0.262 -0.213
H -4.457 0.011 -5.526 -0.031 0.110 0.280
H -2.078 5.612 -5.585 -0.339 0.138 -0.014
C -1.288 5.845 2.527 0.529 -0.027 1.963
H -0.266 7.894 3.909 -0.296 -0.084 0.536
H 1.114 -5.304 -4.451 -0.518 -0.405 0.330
H 2.149 7.016 2.470 0.665 0.292 0.119
H 2.467 -2.088 1.613 0.180 -0.165 -0.163
C 1.564 -0.192 0.992 0.719 -1.067 -0.668
H 1.364 5.120 2.354 -0.054 -0.558 -0.562
H 1.057 -8.021 3.071 -0.870 0.353 -1.314
O -4.881 -2.990 -4.425 0.152 -1.443 -0.122
C 7.178 -3.803 3.487 0.366 0.703 -0.205
H 7.070 -4.882 3.381 -0.110 0.096 -0.186
N 0.353 -4.634 -1.684 -2.104 1.281 0.161
C -2.434 -2.712 4.944 0.927 1.151 -1.561
H 6.059 -4.576 0.395 -0.269 -0.573 -0.099
H -1.681 -4.037 -1.856 0.449 0.534 0.436
H 6.537 -0.166 1.468 -0.210 0.031 -0.028
H -5.822 1.283 2.369 -0.205 -0.121 -0.473
C 6.912 -0.497 0.500 -0.186 -0.162 0.260
H 2.894 -4.527 -0.623 0.124 -0.098 0.388
O -1.705 -3.492 5.814 0.587 -0.079 2.176
C 7.933 -4.540 -0.836 -1.210 0.476 1.843
H -0.114 1.378 -1.628 0.034 0.600 -0.463
H -0.953 6.295 1.592 -0.116 -0.019 -0.326
H 0.912 -6.072 -0.296 -0.225 -0.247 -0.214
C -1.352 -2.596 6.960 -1.148 0.442 -1.255
H 3.067 -5.092 -2.236 -0.002 -0.263 -0.133
H -3.894 4.534 -7.125 -0.006 0.343 0.339
N -0.202 5.840 3.552 1.306 0.256 -0.160
C 2.928 -7.068 2.467 1.963 -1.860 -1.125
N -4.989 2.135 0.663 -4.106 -1.229 -1.295
H -5.238 -0.114 -3.878 -0.249 0.411 -0.430
C 0.463 -4.458 -4.230 0.511 1.579 0.648
C 1.387 7.759 2.704 0.551 -2.208 0.138
H -3.203 2.710 0.391 0.870 0.812 -0.438
H 5.479 1.735 -4.185 0.704 -0.438 0.087
C 0.718 -3.792 -2.804 0.849 -0.348 -1.075
H -2.785 -5.734 -0.629 -0.077 0.416 0.035
C -7.261 0.942 0.291 0.192 0.544 -0.270
H -4.007 1.709 3.788 0.068 -0.913 -0.035
H -7.737 1.156 1.248 0.434 -0.673 0.344
H -3.097 3.033 -6.894 0.346 -0.102 -0.067
H 8.242 -3.568 3.496 0.170 -0.084 -0.328
H 1.008 7.043 4.746 0.209 -0.021 -0.127
H 4.066 -5.255 2.057 0.037 -0.306 -0.293
H -4.521 2.950 -5.212 -0.268 -0.458 0.017
H -2.241 4.410 -7.650 0.144 -0.251 0.027
H 7.609 -4.925 1.277 -0.458 -0.438 -0.101
H -4.737 3.218 -3.505 -0.180 0.226 0.038
H 2.148 0.679 0.693 -0.723 0.383 -0.371
N 7.167 -2.980 1.082 -0.635 1.966 0.417
H 6.188 -1.984 2.814 0.803 0.410 -0.547
C -1.434 -1.114 6.377 1.022 -0.724 0.672
C -1.091 -4.953 -1.818 -0.533 -0.506 2.025
H 1.398 -0.069 2.062 -0.485 0.068 0.294
H -1.589 -6.885 -0.900 0.532 -0.123 0.517
H -6.065 1.962 -1.138 0.245 0.267 -0.072
H -3.472 1.339 -3.475 0.246 0.056 0.084
H 1.844 -4.695 1.586 0.092 0.434 -0.149
H 3.250 -6.275 -0.930 0.070 0.138 0.109
H -2.238 2.609 -3.297 0.368 -0.425 -0.128
C -4.317 4.551 0.388 -0.222 1.199 0.077
C 1.623 -7.096 3.182 -0.075 -2.859 0.494
H 6.488 3.177 -1.660 0.206 0.026 -0.222
H -2.087 -2.740 7.752 0.148 -0.198 0.106
H 5.478 -3.399 2.248 -0.486 -0.273 -0.143
H -2.840 6.110 4.052 0.133 0.158 -0.080
H 1.112 2.182 -0.637 -0.065 0.148 0.102
C 0.878 4.875 3.298 -0.217 0.524 0.449
H -5.828 -2.030 -6.127 1.119 -0.463 -0.200
H -0.466 -0.666 6.600 -0.031 0.265 -0.185
H -1.393 -5.367 -2.779 0.395 -0.872 0.020
C -6.286 2.105 -0.081 -0.606 -1.272 0.166
N 0.283 -0.331 0.214 -0.051 1.246 0.666
H -3.243 2.716 2.717 0.257 0.202 -0.448
H -1.863 -1.735 -0.989 -0.364 -0.201 0.182
H 4.440 1.313 -1.084 -0.499 -0.227 0.069
H -4.244 3.001 -1.011 0.295 -0.258 -0.057
C -5.186 2.122 2.089 -1.070 -0.250 -0.498
H -4.037 5.062 -2.543 0.140 -0.628 0.085
```
Positions in Å, forces in eV/Å.

Summary:
* HOMO energy: -8.1 eV
* charge: 0
* ΔE to the lowest compared entry with this formula, charge and spin: 101.8 kcal per mole
* electronic energy: -2683.57431 Ha
* F_max: 4.48 eV Å⁻¹